# 1
60
Properties=species:S:1:pos:R:3:lowdin_charge:R:1 method="wB97M-V/def2-TZVPD" multiplicity=1 homo_lumo_gap_ev=9.714 e_above_lowest_kcal_mol=0.0 energy_ev=-32418.01701 e_lumo_ha=0.0211 e_homo_ev=-9.1 smiles=COCCNCCOC.COCCNCCOC.O.O.O.O
C 4.44 -1.55 3.97 -0.10
O 4.40 -1.61 2.54 -0.18
C 3.65 -0.57 1.95 -0.23
C 3.49 -0.75 0.47 -0.19
N 3.03 0.53 -0.07 -0.07
C 2.47 0.46 -1.46 -0.18
C 1.78 1.73 -1.70 -0.24
O 2.80 2.77 -1.57 -0.19
C 2.32 3.96 -2.26 -0.08
H 5.21 -0.87 4.29 0.07
H 4.67 -2.54 4.40 0.09
H 3.54 -1.20 4.44 0.08
H 4.14 0.39 2.14 0.13
H 2.62 -0.59 2.36 0.12
H 2.67 -1.44 0.29 0.09
H 4.38 -1.15 0.00 0.12
H 3.69 1.30 -0.01 0.12
H 1.71 -0.37 -1.48 0.11
H 3.27 0.38 -2.21 0.13
H 1.06 1.90 -0.92 0.10
H 1.36 1.80 -2.70 0.12
H 2.11 3.61 -3.26 0.07
H 3.06 4.73 -2.28 0.08
H 1.37 4.39 -1.91 0.09
C -5.35 1.49 -0.18 -0.09
O -5.09 0.17 0.27 -0.18
C -4.43 0.12 1.48 -0.28
C -3.62 -1.14 1.66 -0.18
N -2.55 -1.14 0.65 -0.05
C -1.28 -1.57 1.26 -0.21
C -0.25 -1.97 0.26 -0.24
O -0.73 -2.96 -0.67 -0.16
C 0.47 -3.44 -1.24 -0.13
H -6.04 1.39 -1.00 0.08
H -4.44 1.86 -0.67 0.07
H -5.77 2.20 0.57 0.10
H -5.11 0.16 2.36 0.13
H -3.71 0.95 1.53 0.13
H -4.33 -1.97 1.68 0.12
H -3.14 -1.15 2.65 0.12
H -2.76 -1.80 -0.08 0.12
H -1.41 -2.49 1.88 0.13
H -0.86 -0.81 1.92 0.11
H 0.66 -2.37 0.74 0.12
H 0.11 -1.09 -0.30 0.09
H 1.20 -2.62 -1.53 0.09
H 0.25 -4.06 -2.12 0.09
H 1.07 -4.02 -0.54 0.09
O -1.66 -0.11 -3.13 -0.04
H -2.07 -0.96 -2.97 0.07
H -1.15 0.10 -2.34 0.02
O -1.22 0.97 -0.56 -0.08
H -1.72 1.71 -1.00 0.06
H -1.85 0.41 -0.12 -0.01
O 0.64 0.87 1.62 -0.10
H 1.38 0.73 0.98 0.00
H -0.10 1.15 1.04 0.01
O -2.79 2.15 -2.64 -0.10
H -2.55 1.25 -3.00 0.00
H -3.00 2.65 -3.45 0.05

***

# 2
58
Properties=species:S:1:pos:R:3:lowdin_charge:R:1 method="wB97M-V/def2-TZVPD" multiplicity=1 total_charge=+1 homo_lumo_gap_ev=10.686 e_above_lowest_kcal_mol=6.1 energy_ev=-27401.89856 e_lumo_ha=-0.0758 e_homo_ev=-12.7
O -17.69 -20.50 -2.07 0.22
H -18.55 -20.90 -1.85 0.10
H -17.45 -20.73 -2.99 0.08
H -17.02 -20.81 -1.42 0.08
C -14.71 -20.72 -5.27 -0.04
C -16.00 -20.11 -4.81 -0.48
C -16.51 -19.13 -5.85 -0.03
O -16.99 -21.10 -4.52 -0.06
H -13.89 -20.01 -5.42 0.09
H -14.83 -21.12 -6.29 0.09
H -14.35 -21.56 -4.67 0.09
H -15.83 -19.68 -3.82 0.11
H -16.72 -19.71 -6.76 0.09
H -15.75 -18.40 -6.08 0.09
H -17.45 -18.64 -5.58 0.07
H -17.17 -21.53 -5.36 0.12
C -17.06 -16.88 -2.70 -0.05
C -15.91 -17.00 -1.69 -0.51
C -16.44 -17.27 -0.29 -0.04
O -15.03 -18.01 -2.05 -0.05
H -17.84 -16.24 -2.29 0.09
H -17.60 -17.83 -2.78 0.05
H -16.72 -16.60 -3.70 0.08
H -15.41 -16.03 -1.76 0.14
H -17.26 -16.61 -0.01 0.09
H -15.61 -17.21 0.42 0.09
H -16.82 -18.29 -0.26 0.06
H -14.65 -17.84 -2.92 0.09
C -18.45 -24.56 -3.03 -0.04
C -19.38 -23.42 -2.62 -0.50
C -20.84 -23.86 -2.53 -0.04
O -18.97 -22.84 -1.40 -0.06
H -18.66 -24.86 -4.06 0.09
H -18.46 -25.46 -2.41 0.09
H -17.42 -24.20 -3.05 0.08
H -19.31 -22.64 -3.37 0.12
H -21.49 -22.99 -2.46 0.08
H -20.97 -24.51 -1.66 0.09
H -21.18 -24.42 -3.40 0.09
H -19.04 -23.52 -0.73 0.11
C -15.68 -22.00 0.40 -0.11
O -15.63 -21.07 -0.67 -0.11
H -16.32 -21.69 1.22 0.09
H -16.05 -22.95 0.03 0.09
H -14.68 -22.17 0.81 0.10
H -14.92 -20.47 -0.43 0.11
C -20.96 -19.94 -0.25 -0.13
O -19.57 -19.66 -0.18 -0.14
H -21.25 -19.95 -1.30 0.07
H -21.20 -20.90 0.22 0.08
H -21.45 -19.19 0.37 0.09
H -19.30 -19.82 0.73 0.09
C -20.32 -18.58 -3.59 -0.14
O -20.14 -19.98 -3.88 -0.13
H -21.28 -18.17 -3.90 0.09
H -20.19 -18.38 -2.53 0.07
H -19.60 -18.00 -4.17 0.07
H -20.82 -20.24 -4.50 0.09